1.
ORCA calculation (ωB97M-V/def2-TZVPD) on a molecular structure, C18H16N2NiO3S2Se4.

The HOMO energy (spin up / spin down) comes out at -1.04 / -1.36 eV. The total charge is -2. For the HOMO-LUMO gap (spin up / spin down), the calculation gives 0.1903 / 0.2019 hartree. For the max |F|, the calculation gives 0.52 eV/Å. As for the spin multiplicity: 3. The molar mass comes out at 747.0 g/mol. For the electronic energy, the calculation gives -12941.29212 Ha.

Positions of all 46 atoms, in Å:
Ni -1.1854 1.3451 1.1983
O -2.6054 2.1627 0.0492
N -2.2684 2.7858 -1.0689
C -1.5317 3.9095 -0.9521
C -1.1027 4.6218 -2.0360
C -1.4456 4.1475 -3.3052
C -2.2045 3.0136 -3.4129
C -2.6694 2.2972 -2.2847
S -3.6303 0.9232 -2.4073
H -1.3077 4.1692 0.0730
H -0.5007 5.5067 -1.8929
H -1.1024 4.6612 -4.1951
H -2.4803 2.6075 -4.3750
Se -1.4509 3.2016 2.8398
Se -0.2252 3.1611 4.7524
Se -2.4649 0.0126 4.7023
Se -3.0333 1.2735 2.9075
C 2.7316 -2.9002 3.7810
C 1.7671 -1.8877 3.2409
C 0.6396 -2.2758 2.5318
C -0.2378 -1.3103 2.0678
N -0.0282 -0.0109 2.2536
C 1.0411 0.3760 2.9451
C 1.9516 -0.5264 3.4562
H 2.7477 -3.7958 3.1600
H 2.4428 -3.1973 4.7918
H 3.7416 -2.4926 3.8288
H 0.4353 -3.3206 2.3366
H -1.1401 -1.5877 1.5320
H 1.1544 1.4388 3.1123
H 2.8026 -0.1596 4.0147
O 1.7812 -4.2734 -3.8762
C 0.6566 -3.9090 -3.1790
O -0.2528 -4.7014 -3.1376
C 0.6620 -2.5903 -2.5465
C 1.7614 -1.7169 -2.5518
C 1.7029 -0.4946 -1.9266
C 0.5423 -0.0692 -1.2509
S 0.5605 1.4585 -0.4522
C -0.5664 -0.9322 -1.2711
C -0.5024 -2.1554 -1.8935
H 2.4146 -3.5488 -3.8550
H 2.7008 -1.9744 -3.0358
H 2.5667 0.1582 -1.9325
H -1.5000 -0.5974 -0.8317
H -1.3678 -2.8033 -1.9044

Atomic partial charges in e from the natural (NBO) method, atoms 1 to 8: Ni 1.146; O -0.701; N -0.013; C 0.043; C -0.304; C -0.195; C -0.261; C 0.035

=====

2.
ORCA calculation (ωB97M-V/def2-TZVPD) on a molecular structure, C14H40HfOP2Si2.

The HOMO energy comes out at -15.21 eV. The total charge is +2. For the HOMO-LUMO gap, the calculation gives 0.2316 hartree. For the max |F|, the calculation gives 10.07 eV/Å. The molar mass comes out at 521.1 g/mol. For the electronic energy, the calculation gives -1941.71856 Ha.

Positions of all 60 atoms, in Å:
Hf 0.1203 -0.5332 -0.2304
H 1.1220 0.1077 1.3129
H 1.5038 0.4411 0.6390
P -1.2385 0.1678 2.0654
P 0.7755 0.5868 -2.4934
C 0.6279 -0.7841 -3.7040
H 0.9623 -0.4565 -4.6998
H 1.2301 -1.6406 -3.3866
H -0.4138 -1.1200 -3.7548
C -0.2467 1.8905 -3.2597
H -0.1422 2.8091 -2.6708
H 0.0432 2.0799 -4.2987
H -1.2977 1.5853 -3.2123
C 2.4923 1.1425 -2.7619
H 3.2111 0.3633 -2.4855
H 2.6522 1.4100 -3.8169
H 2.6986 2.0143 -2.1347
C -2.6716 1.3342 2.0638
H -3.1966 1.3837 3.0382
H -2.3295 2.3452 1.8073
H -3.3877 1.0282 1.2915
C -2.0567 -1.2817 2.8460
H -1.3031 -2.0240 3.1171
H -2.6207 -1.0188 3.7583
H -2.7369 -1.7602 2.1405
C -0.3656 0.8151 3.5595
H 0.0686 1.7949 3.3619
H -1.0151 0.9184 4.4408
H 0.4547 0.1511 3.8353
C -1.1055 -2.3860 -0.1556
O -1.8572 -3.3050 -0.1664
H -1.4712 0.2182 -0.7043
C 5.2652 -0.9500 -1.0907
Si 3.9033 -1.1045 0.1948
C 4.5226 -2.1698 1.6558
C 3.8354 0.6569 0.8491
C 2.1622 -1.7496 -0.4596
Si 2.5080 -3.5331 -1.1297
C 2.0603 -4.7626 0.2585
C 1.3173 -4.0386 -2.4940
C 4.2022 -4.0489 -1.8768
H 6.1691 -0.5927 -0.5852
H 5.0048 -0.2028 -1.8573
H 5.5073 -1.8918 -1.5891
H 5.4362 -1.7429 2.0938
H 3.7727 -2.2016 2.4603
H 4.7553 -3.1975 1.3538
H 3.4808 1.3390 0.0688
H 3.1955 0.7479 1.7314
H 4.8429 0.9662 1.1560
H 1.7623 -2.0805 0.5538
H 1.0126 -4.6132 0.5111
H 2.1786 -5.8188 -0.0354
H 2.6787 -4.6008 1.1525
H 1.5882 -3.5623 -3.4504
H 1.3339 -5.1294 -2.6482
H 0.2965 -3.7545 -2.2056
H 4.4318 -3.4464 -2.7742
H 5.0388 -3.9594 -1.1793
H 4.1647 -5.1002 -2.2070

Atomic partial charges in e from the natural (NBO) method, atoms 1 to 8: Hf 1.438; H 0.081; H 0.052; P 0.840; P 0.879; C -0.928; H 0.279; H 0.261

=====

3.
ORCA calculation (ωB97M-V/def2-TZVPD) on a molecular structure, C43H40ClF3N2O3PdSb.

The HOMO energy (spin up / spin down) comes out at -12.12 / -14.84 eV. The total charge is +3. For the HOMO-LUMO gap (spin up / spin down), the calculation gives 0.1984 / 0.1979 hartree. For the max |F|, the calculation gives 4.48 eV/Å. As for the spin multiplicity: 5. The molar mass comes out at 953.4 g/mol. For the electronic energy, the calculation gives -3124.55059 Ha.

Positions of all 94 atoms, in Å:
Pd -0.2387 -0.1430 1.9853
C -5.7133 -0.6225 -10.3257
C -4.5806 -0.3347 -9.3533
N -4.6226 1.0582 -8.9372
C -4.3029 1.9416 -10.0681
C -5.2119 1.5170 -11.2714
N -6.3050 0.7066 -10.7053
C -6.9359 1.4046 -9.5584
C -5.8869 1.4392 -8.3803
H -6.5104 -1.2595 -9.8438
H -5.3993 -1.0971 -11.3155
H -3.5857 -0.4461 -9.7305
H -4.6739 -0.8792 -8.4287
H -3.2900 1.8120 -10.3967
H -4.4223 2.9581 -9.7834
H -4.6544 0.9304 -11.9510
H -5.6894 2.3396 -11.8229
H -7.0018 0.4359 -11.4340
H -7.7844 0.8118 -9.2269
H -7.1708 2.4306 -9.8149
H -6.2192 0.7450 -7.6201
H -5.7717 2.3712 -7.9571
C 3.5071 2.7472 -1.6867
C 4.5586 1.7195 -1.7335
C 5.8144 2.2370 -1.9980
C 6.9891 1.4540 -1.9043
Cl 8.4642 1.9709 -2.5297
C 6.9335 0.1467 -1.2890
C 5.7279 -0.3245 -0.8403
C 4.5105 0.4196 -1.0623
O 3.5121 -0.2968 -0.6627
C 2.1670 0.0084 -1.1091
C 1.1737 -0.1116 0.0133
O 0.7837 -1.2420 0.4947
O 0.7516 0.9360 0.5283
H 3.9668 3.7490 -1.8122
H 2.9309 2.7046 -0.7817
H 2.9666 2.7420 -2.6301
H 5.8577 3.2883 -2.2215
H 7.8654 -0.4640 -1.0387
H 5.6558 -1.2092 -0.3674
H 1.8590 -0.7446 -1.7712
H 2.2395 1.0284 -1.4731
F -0.6683 2.4485 8.9854
C -0.2070 1.7501 7.9598
C 0.7810 2.3599 7.2516
C 1.2572 1.7077 6.0635
C 0.7635 0.4239 5.8401
C -0.2648 -0.2039 6.5860
C -0.7769 0.5396 7.6544
Sb 1.2283 -0.5283 4.0643
C 1.8088 -2.4615 4.2192
C 2.2213 -3.1164 3.0384
C 2.7683 -4.4352 3.1771
C 2.8493 -4.9607 4.4302
F 3.4175 -6.1642 4.6112
C 2.3021 -4.3579 5.5407
C 1.7316 -3.1046 5.4194
C 2.9907 0.2826 3.2800
C 3.0640 1.5338 2.5832
C 4.2813 1.9527 2.0596
C 5.4200 1.1596 2.2759
F 6.5698 1.5467 1.7811
C 5.4334 -0.0426 2.9735
C 4.1611 -0.4334 3.4508
H 1.0774 3.3741 7.4646
H 1.9812 2.0944 5.3931
H -0.6873 -1.1435 6.2501
H -1.5589 0.1347 8.3190
H 2.2281 -2.5943 2.0822
H 3.0909 -4.9865 2.2893
H 2.1912 -4.9649 6.4441
H 1.3215 -2.5369 6.2429
H 2.1808 2.1720 2.4926
H 4.3997 2.8103 1.4010
H 6.3231 -0.5426 3.2407
H 4.1572 -1.4344 3.9165
C -4.2009 0.7237 5.4522
C -3.2031 1.4679 4.8955
C -2.2809 0.7725 4.0611
C -2.3452 -0.6350 3.8890
C -1.3207 -1.3123 3.2766
C -1.3968 -2.7184 3.0130
C -2.3949 -3.4678 3.5206
C -3.3885 -2.7925 4.3264
C -3.3105 -1.4093 4.5420
C -4.2502 -0.6307 5.3542
H -5.0054 1.2012 6.0605
H -3.0697 2.5292 4.8572
H -1.4203 1.1184 3.6212
H -0.7371 -3.0646 2.2153
H -2.5841 -4.5141 3.1313
H -4.3066 -3.1750 4.7846
H -4.8865 -1.2510 6.0332

Atomic partial charges in e from the Mulliken method, atoms 1 to 8: Pd -0.770; C -0.482; C -0.592; N -0.172; C -0.591; C -0.517; N -0.122; C -0.493

=====

4.
ORCA calculation (ωB97M-V/def2-TZVPD) on a molecular structure, C12H24F2O12Tl.

The HOMO energy comes out at -13.75 eV. The total charge is +1. For the HOMO-LUMO gap, the calculation gives 0.1648 hartree. For the max |F|, the calculation gives 2.97 eV/Å. The molar mass comes out at 602.7 g/mol. For the electronic energy, the calculation gives -1746.27086 Ha.

Positions of all 51 atoms, in Å:
Tl -0.0620 0.8597 -0.2802
F -0.8138 0.3344 2.3638
F 0.1124 2.9100 -1.9651
C -4.3954 -0.9632 -1.7065
O -4.2557 -1.8354 -0.6087
C -3.1382 -1.8989 0.0888
O -2.1674 -1.1820 -0.0342
O -3.3024 -2.8291 1.0098
C -2.3007 -2.9217 2.0055
H -3.9193 -1.3450 -2.6102
H -3.8944 -0.0157 -1.4928
H -5.4336 -0.7125 -1.8980
H -2.5747 -3.7808 2.6115
H -2.2003 -2.0732 2.6866
H -1.2991 -3.0439 1.5903
C 4.7191 -2.2162 2.4580
O 3.7529 -1.5466 1.6461
C 2.5293 -1.2881 2.0767
O 1.7625 -0.6557 1.3853
O 2.2510 -1.8880 3.2118
C 0.9162 -1.8287 3.7121
H 5.0171 -1.5165 3.2442
H 5.5974 -2.4688 1.8771
H 4.2985 -3.0675 2.9885
H 0.9200 -2.5117 4.5585
H 0.1829 -2.1840 2.9925
H 0.6181 -0.8394 4.0498
C -1.5562 -2.0144 -5.1975
O -1.3620 -1.3700 -3.9405
C -1.6397 -0.1070 -3.7393
O -1.6429 0.3879 -2.6272
O -1.9538 0.5440 -4.8354
C -2.1487 1.9553 -4.8167
H -2.5238 -1.8173 -5.6577
H -1.5803 -3.0831 -4.9963
H -0.7483 -1.7872 -5.8886
H -2.2897 2.4036 -3.8360
H -2.9883 2.2907 -5.4214
H -1.2589 2.3956 -5.2662
C 3.8737 1.7573 2.4166
O 3.4244 3.0845 2.4369
C 2.2966 3.3708 1.8373
O 1.4422 2.5826 1.4662
O 2.1740 4.6658 1.6701
C 1.0753 5.1817 0.9060
H 4.9193 1.6809 2.7019
H 3.6533 1.1576 1.5332
H 3.3997 1.1314 3.1883
H 0.9199 4.6156 -0.0101
H 1.4140 6.1712 0.6074
H 0.1798 5.3109 1.5079

Atomic partial charges in e from the Mulliken method, atoms 1 to 8: Tl 1.680; F -0.397; F -0.477; C -0.470; O -0.345; C 0.700; O -0.376; O -0.320

=====

5.
ORCA calculation (ωB97M-V/def2-TZVPD) on 2 unconnected molecules or ions with the total composition C2NO4.

The HOMO energy (spin up / spin down) comes out at -4.84 / -4.84 eV. The total charge is -1. For the HOMO-LUMO gap (spin up / spin down), the calculation gives 0.2868 / 0.2868 hartree. For the max |F|, the calculation gives 3.30 eV/Å. The molar mass comes out at 102.0 g/mol. For the electronic energy, the calculation gives -431.80859 Ha.

Positions of all 7 atoms, in Å:
C -0.8116 -0.6012 -0.1464
C 1.5466 0.1668 0.2333
N 1.1288 0.2739 1.3307
O -0.6163 -1.7590 -0.1057
O 2.0467 0.1542 -0.8624
O -1.7110 0.2134 -0.2649
O -1.5832 1.5517 -0.1846

Population analysis type natural (NBO), resulting atomic charges in e: C 1.040; C 0.594; N -0.704; O -0.480; O -0.709; O -0.211; O -0.530

=====

6.
ORCA calculation (ωB97M-V/def2-TZVPD) on a molecular structure, C5H14O3Si2.

The HOMO energy comes out at -10.11 eV. For the HOMO-LUMO gap, the calculation gives 0.3984 hartree. For the max |F|, the calculation gives 5.52 eV/Å. The molar mass comes out at 178.3 g/mol. For the electronic energy, the calculation gives -1003.65352 Ha.

Positions of all 24 atoms, in Å:
C -1.9844 2.2139 -0.6339
C -0.4560 2.3992 -0.7552
C 0.1234 1.7817 -1.9951
O 0.3014 2.4190 -2.9319
O 0.4990 0.4809 -2.0033
C -0.4099 -0.4263 -1.4025
C 0.3632 -1.7250 -1.0513
Si 0.3784 -2.0327 0.7999
O 1.6142 -1.1062 1.4720
Si 1.8521 -1.4138 3.0959
H -2.4395 1.8789 -1.5523
H -2.1955 1.5142 0.1564
H -2.4291 3.1522 -0.3405
H 0.0244 1.9524 0.1064
H -0.2158 3.4455 -0.7404
H -0.8427 -0.0416 -0.4870
H -1.2147 -0.6952 -2.0730
H -0.0152 -2.5690 -1.6087
H 1.3923 -1.5543 -1.3335
H -0.9040 -1.6690 1.4341
H 0.7384 -3.4494 1.0364
H 3.1916 -1.9816 3.3502
H 0.8734 -2.4105 3.5869
H 1.7551 -0.1633 3.8704

Atomic partial charges in e from the natural (NBO) method, atoms 1 to 8: C -0.603; C -0.526; C 0.803; O -0.536; O -0.519; C -0.065; C -0.906; Si 1.426

=====

7.
ORCA calculation (ωB97M-V/def2-TZVPD) on 10 unconnected molecules or ions with the total composition C19H46F27N5O7P4.

The HOMO energy comes out at -9.55 eV. For the HOMO-LUMO gap, the calculation gives 0.3540 hartree. For the max |F|, the calculation gives 3.65 eV/Å. The molar mass comes out at 1093.4 g/mol. For the electronic energy, the calculation gives -5614.68708 Ha.

Positions of all 108 atoms, in Å:
C -1.0473 1.1000 3.6363
C -2.3804 0.5889 4.1632
O -2.6840 0.1369 5.1947
N -3.5168 1.0323 3.1721
H -3.4710 2.0509 2.9396
H -3.2313 0.5437 2.2919
C -4.8979 0.7525 3.6614
H -0.6775 0.7703 2.7125
H -0.3732 1.1174 4.4776
H -1.3142 2.1062 3.3252
H -5.5367 0.5412 2.7819
H -5.1790 1.6097 4.2731
H -4.9400 -0.0570 4.4103
C 1.3810 -6.0476 2.7000
C 1.1790 -5.1339 1.5675
O 1.4335 -3.9295 1.6709
N 0.9686 -5.7269 0.3171
H 1.6747 -1.8799 1.9479
H 0.8352 -5.0891 -0.4428
C 0.6514 -7.0501 0.0094
H 1.8075 -7.0222 2.4830
H 0.3806 -6.1549 3.1290
H 2.0825 -5.5264 3.3882
H 0.7115 -7.7059 0.8628
H 1.4277 -7.3959 -0.6309
H -0.3047 -7.1716 -0.5364
C -4.4884 -3.6948 -2.8000
C -3.9641 -2.4250 -3.3775
O -4.1186 -2.0186 -4.4830
N -3.2169 -1.4977 -2.5219
H -3.0322 -2.0059 -1.6372
H -2.3504 -1.4894 -3.0353
C -3.8762 -0.1953 -2.3149
H -3.7902 -4.1620 -2.1390
H -4.7715 -4.3748 -3.6412
H -5.4653 -3.5802 -2.2564
H -4.5890 -0.0684 -3.1173
H -3.2001 0.6189 -2.2307
H -4.4923 -0.4166 -1.4120
C -0.4517 7.4654 -2.1431
C -0.3109 6.0046 -1.8374
O -0.6629 5.0796 -2.4865
N 0.6369 5.7017 -0.5840
H -0.1380 5.4693 0.0607
H 1.2061 4.8196 -0.7719
C 1.5488 6.7435 0.0294
H 0.5842 7.8062 -2.1999
H -1.0228 8.0247 -1.2726
H -1.0680 7.5931 -3.0310
H 1.0669 7.6789 -0.1479
H 2.5079 6.7220 -0.4644
H 1.6551 6.5380 1.0660
C 1.0877 0.7496 -0.2653
C 1.0844 0.9192 -1.7366
O 0.4161 1.5653 -2.4643
N 2.2558 0.0968 -2.4708
H 3.0858 0.4708 -2.0657
H 2.1886 -0.9166 -2.2976
C 2.2195 0.1956 -3.8898
H 0.9815 -0.3179 -0.1187
H 0.2781 1.2879 0.2490
H 2.0977 0.9680 0.0972
H 2.4012 1.2351 -4.2712
H 1.1981 -0.1469 -4.1907
H 2.9416 -0.4946 -4.3412
C 3.5600 -1.8606 2.1830
O 4.3978 -1.2460 3.0904
O 2.2956 -1.1836 2.0451
C 4.1561 -1.6037 0.8229
F 5.2882 -2.3322 0.7208
F 3.3850 -1.9882 -0.2211
F 4.3865 -0.2879 0.6457
C 3.9617 -1.4336 4.3997
C 5.0473 -2.1430 5.0846
H 5.2306 -3.1523 4.6450
H 6.0881 -1.6174 5.1111
H 4.7774 -2.2934 6.1482
H 3.0953 -2.1705 4.3910
H 3.7822 -0.5178 4.9256
H 3.2813 -2.8840 2.3799
P -2.5319 -2.1004 1.5114
F -2.2648 -2.5429 -0.1141
F -3.1889 -0.6871 0.9277
F -4.0527 -2.8107 1.3000
F -2.8619 -1.6707 3.0208
F -1.9168 -3.5066 1.9423
F -1.0828 -1.4286 1.5342
P 0.0891 -3.1280 -3.5887
F 1.6088 -2.5105 -3.9303
F -0.3147 -1.5756 -3.1544
F -0.4490 -2.8573 -5.0756
F -1.3384 -3.7095 -3.1698
F 0.6499 -4.5707 -3.9708
F 0.4834 -3.3338 -2.0316
P -2.5773 3.5415 0.7261
F -2.9029 3.6758 2.3760
F -4.0534 2.9624 0.6437
F -3.1184 5.0560 0.5735
F -2.3243 3.3458 -0.7655
F -0.9968 4.0665 0.9563
F -1.9859 1.9781 1.0012
P 3.0109 5.1772 -3.4689
F 4.1936 4.1499 -3.6409
F 3.5725 6.0994 -4.6379
F 2.1793 4.2755 -4.4508
F 1.7534 6.2555 -3.3384
F 2.3867 4.2206 -2.1710
F 3.8886 5.9342 -2.3673

Atomic partial charges in e from the Mulliken method, atoms 1 to 8: C -0.938; C 0.877; O -0.468; N 0.439; H 0.454; H -0.226; C -0.926; H 0.074

=====

8.
ORCA calculation (ωB97M-V/def2-TZVPD) on a molecular structure, C17H28BeN2Si.

The HOMO energy comes out at -7.90 eV. For the HOMO-LUMO gap, the calculation gives 0.3067 hartree. For the max |F|, the calculation gives 1.69 eV/Å. The molar mass comes out at 297.5 g/mol. For the electronic energy, the calculation gives -1078.40898 Ha.

Positions of all 49 atoms, in Å:
C 0.1107 -0.7539 -2.5649
C 2.2548 -1.1384 -0.0792
C 0.3233 0.5454 -1.8057
H 0.3544 -0.6135 -3.6348
C 2.4153 0.1517 0.2375
H 2.0914 -1.8698 0.7152
H -0.3738 1.2894 -2.2481
H 2.4666 0.4658 1.2798
C 1.7400 1.0962 -2.0214
H 1.6385 2.0808 -2.5192
H 2.3126 0.4733 -2.7260
C 0.8677 -1.9881 -2.0482
H 0.9788 -2.6881 -2.8909
H 0.2430 -2.4998 -1.2998
C 2.2664 -1.7404 -1.4497
H 2.9153 -1.1943 -2.1431
H 2.7201 -2.7398 -1.3450
C 2.5615 1.2769 -0.7421
H 3.6240 1.3935 -1.0290
H 2.2679 2.2248 -0.2613
Be -0.4342 0.3033 -0.1246
H -0.9725 -0.9673 -2.5127
C -3.0065 1.7913 -1.9193
C -3.0907 1.3637 -0.4994
C -4.1912 1.6243 0.3093
C -4.1780 1.2082 1.6371
C -3.0675 0.5400 2.1509
C -1.9655 0.3522 1.2986
N -2.0493 0.6940 -0.0303
N -0.6939 -0.0896 1.5116
Si -0.1446 -0.5707 3.1317
C -0.2458 0.9654 4.2028
C -1.2642 -1.9433 3.7586
C 1.6018 -1.2482 3.1713
H -2.2592 2.5810 -2.0510
H -2.7291 0.9390 -2.5542
H -3.9758 2.1792 -2.2333
H -5.0393 2.1480 -0.1189
H -5.0300 1.4000 2.2848
H -3.0233 0.1817 3.1776
H -1.2221 1.4698 4.1081
H -0.0947 0.6791 5.2567
H 0.5389 1.6841 3.9204
H -0.9192 -2.9060 3.3458
H -1.2265 -2.0217 4.8574
H -2.3131 -1.8018 3.4589
H 1.6645 -2.2170 2.6572
H 2.3612 -0.5848 2.7460
H 1.8677 -1.4141 4.2291

Atomic partial charges in e from the natural (NBO) method, atoms 1 to 8: C -0.406; C -0.192; C -0.839; H 0.177; C -0.179; H 0.199; H 0.195; H 0.193